Formula: C32H43N7O2P2PdSi2
Source: the Open Molecules 2025 dataset
Level of theory: ωB97M-V/def2-TZVPD

Positions of all 89 atoms, in Å:
Pd -1.04702 0.63355 -0.00539
C -2.77900 -1.76131 3.37240
Si -1.76860 -0.18797 3.32486
C -2.88504 1.30339 3.31147
C -0.65418 -0.13765 4.82198
N -0.73408 -0.21004 1.86532
P 0.85482 -0.22193 1.79118
C 0.97454 -0.11919 0.02111
P 0.87994 -0.25280 -1.75053
N -0.71184 -0.27974 -1.87121
Si -1.62392 0.19128 -3.34515
C -3.18957 -0.82611 -3.39830
C -2.01176 2.01173 -3.32157
C -0.57241 -0.19186 -4.84112
C 1.72956 1.19330 -2.35567
C 2.45943 1.14180 -3.54494
C 3.02417 2.29906 -4.05519
C 2.87412 3.50383 -3.37954
C 2.15735 3.55946 -2.19045
C 1.58324 2.40888 -1.67839
C 1.70841 -1.72750 -2.29684
C 0.95049 -2.84592 -2.63836
C 1.58652 -4.03106 -2.97518
C 2.97234 -4.10307 -2.94841
C 3.73045 -2.99372 -2.58805
C 3.10298 -1.80427 -2.26244
C 1.67189 -1.67136 2.40794
C 2.31723 -1.69325 3.64527
C 2.88676 -2.87044 4.10203
C 2.81782 -4.02165 3.32786
C 2.17588 -4.00525 2.09557
C 1.59923 -2.83431 1.63654
C 1.71452 1.25098 2.31186
C 3.10753 1.26321 2.43951
C 3.75726 2.44493 2.75304
C 3.02619 3.61387 2.92917
C 1.64326 3.60855 2.78691
C 0.98716 2.43167 2.46974
H -2.90504 -2.09649 4.40410
H -2.27962 -2.57159 2.83567
H -3.78798 -1.63032 2.97168
H -3.38359 1.37064 4.28198
H -3.67041 1.22931 2.55963
H -2.34830 2.24247 3.16077
H -1.28193 0.05930 5.69610
H 0.10106 0.64968 4.79009
H -0.15928 -1.09483 4.99612
H -3.96850 -0.43187 -2.74322
H -2.99964 -1.87370 -3.14909
H -3.59759 -0.82000 -4.41124
H -2.80280 2.27741 -2.62029
H -2.35547 2.30952 -4.31640
H -1.12786 2.61269 -3.09489
H 0.03389 -1.09580 -4.75751
H 0.08688 0.64326 -5.08341
H -1.23567 -0.33611 -5.69831
H 2.58138 0.20835 -4.07940
H 3.58313 2.25953 -4.98008
H 3.32049 4.40410 -3.78042
H 2.04339 4.49777 -1.66512
H 1.01924 2.46733 -0.75292
H -0.13115 -2.78476 -2.64634
H 1.00243 -4.89577 -3.25933
H 3.46803 -5.02861 -3.20949
H 4.80994 -3.05499 -2.56864
H 3.69812 -0.94114 -1.98782
H 2.37465 -0.79883 4.25285
H 3.38662 -2.88910 5.06072
H 3.27010 -4.93663 3.68653
H 2.12785 -4.90307 1.49446
H 1.10092 -2.82733 0.67162
H 3.68442 0.35735 2.30010
H 4.83286 2.45263 2.86435
H 3.53865 4.53445 3.17491
H 1.07645 4.51950 2.92283
H -0.09073 2.43566 2.35578
N -3.30004 -1.35646 0.08690
N -4.43748 -0.56215 0.02419
C -4.35969 0.78186 -0.01937
N -5.50366 1.45193 -0.02363
N -3.13091 1.32063 -0.05272
N -3.01368 2.69638 0.05087
O -1.85481 3.06589 0.15707
O -3.97376 3.43468 0.03084
H -3.19931 -1.89634 -0.76389
H -3.33573 -1.95779 0.90062
H -5.35192 -0.98896 -0.01959
H -6.37911 0.96086 0.04679
H -5.49044 2.46038 -0.06151

For the HOMO energy (alpha / beta), the calculation gives -13.84 / -13.88 eV. As for the gap between HOMO and LUMO (alpha / beta): 5.40 / 5.51 eV. Its relative energy (zero: lowest compared OMol25 entry of this formula, charge and spin) is 104.06 kJ/mol. For the largest force on an atom, the calculation gives 3.51 eV/A. Its total energy is -3167.960940 hartree. The charge is +2.


Formula: C32H43N7RbSSb2
Source: the Open Molecules 2025 dataset
Level of theory: ωB97M-V/def2-TZVPD

Positions of all 86 atoms, in Å:
Rb -0.11978 -0.54731 -0.10962
C 0.61597 1.55096 3.24867
N 1.17388 0.40951 2.54511
C 1.90579 -0.49721 3.40999
C 2.37240 -1.71065 2.67083
N 2.24048 -1.93454 1.39320
C 2.85628 -3.16586 1.17481
C 3.03025 -3.88342 -0.00797
C 3.67151 -5.10476 0.07548
C 4.14488 -5.60550 1.29598
C 3.99489 -4.89934 2.47374
C 3.34472 -3.67452 2.38361
N 3.02670 -2.71307 3.32582
C -0.61664 2.07610 2.57395
N -1.50971 1.34124 1.96400
C -2.57008 2.21247 1.71182
C -3.84056 1.95422 1.20022
C -4.71222 3.01567 1.06729
C -4.34585 4.31335 1.45410
C -3.11448 4.57971 2.01594
C -2.24722 3.50261 2.15005
N -0.98372 3.38189 2.69238
H 1.33813 2.36288 3.40681
H 0.30388 1.21898 4.24365
H 1.79437 0.73404 1.80994
H 1.23273 -0.81367 4.21278
H 2.77725 -0.02960 3.89526
H 2.67428 -3.49652 -0.95308
H 3.82279 -5.68572 -0.82424
H 4.64622 -6.56358 1.31448
H 4.37114 -5.28080 3.41309
H 3.24367 -2.73288 4.30739
H -4.13389 0.94431 0.94807
H -5.70508 2.84824 0.67202
H -5.05476 5.12079 1.33173
H -2.85372 5.57764 2.34107
H -0.43906 4.10848 3.12426
C -2.62657 1.32246 -1.78538
Sb -1.66091 3.24514 -1.83044
C 0.37513 2.58894 -2.17954
C -2.08971 3.72272 -3.91564
C -3.11363 2.83666 -4.54821
C -4.45741 3.10931 -4.28197
C -5.48024 2.33370 -4.79729
C -5.16848 1.25854 -5.61594
C -3.84215 0.97919 -5.89326
C -2.79568 1.74268 -5.36797
C -1.39440 1.33102 -5.69398
Sb -0.70916 -0.26517 -4.38596
C 1.17686 -0.56987 -5.34391
C -1.73638 -1.84838 -5.40537
H -3.50850 1.39154 -1.15937
H -1.95653 0.55961 -1.38549
H -2.91815 1.00013 -2.78210
H 1.06670 3.31191 -1.74895
H 0.58823 2.48142 -3.24238
H 0.57502 1.61827 -1.72231
H -1.13664 3.71830 -4.44169
H -2.44811 4.75151 -3.91308
H -4.70155 3.96068 -3.65534
H -6.51088 2.57798 -4.57644
H -5.95237 0.64924 -6.04623
H -3.60158 0.15109 -6.54989
H -0.68997 2.15871 -5.62141
H -1.34447 0.95226 -6.71592
H 1.05804 -0.65252 -6.42398
H 1.62708 -1.48701 -4.96760
H 1.84721 0.26146 -5.12790
H -1.64586 -1.72968 -6.48482
H -2.79340 -1.86009 -5.13951
H -1.27383 -2.79190 -5.11673
S 0.46029 -3.07749 -2.51926
C -0.76969 -3.68194 -1.53857
N -0.50801 -4.11445 -0.28675
C -1.47499 -4.84327 0.52687
C -2.86620 -4.30330 0.24730
C -3.13938 -4.34870 -1.24616
N -2.04250 -3.70638 -1.96090
H 0.47521 -4.19438 -0.06787
H -1.20591 -4.70873 1.57419
H -1.43005 -5.91410 0.30523
H -2.95003 -3.27665 0.61300
H -3.60857 -4.90128 0.77437
H -4.05942 -3.81784 -1.48849
H -3.25215 -5.38365 -1.58252
H -2.17863 -3.39705 -2.91069

For the HOMO energy, the calculation gives -9.70 eV. As for the gap between HOMO and LUMO: 7.56 eV. Its relative energy (zero: lowest compared OMol25 entry of this formula, charge and spin) is 75.45 kJ/mol. For the largest force on an atom, the calculation gives 0.46 eV/A. Its total energy is -2531.131069 hartree. The charge is +1.


Formula: C32H44BN3O14
Source: the Open Molecules 2025 dataset
Level of theory: ωB97M-V/def2-TZVPD

Positions of all 94 atoms, in Å:
C 0.31730 -0.17097 3.76349
C 1.31030 -0.07119 2.79556
C 1.35371 1.02526 1.68486
C 1.58678 0.48085 0.21220
C 1.61576 1.74915 -0.74256
N 1.53971 2.69551 -1.39286
C 0.42556 -0.45133 -0.34542
C 0.32209 -0.38944 -1.91004
N 0.45647 -0.34137 -3.04838
C -0.97146 0.01605 0.24788
O -2.11283 -0.36312 -0.54849
C -3.09401 -0.81476 0.38002
C -3.67072 0.07385 1.41896
C -4.65926 -0.44572 2.39532
C -5.02169 -1.86983 2.26865
C -4.48838 -2.75159 1.22204
C -3.50714 -2.21361 0.26425
B 0.64505 -2.04397 -0.01254
O 1.98797 -2.53304 -0.12596
N -0.43268 -2.95044 0.42030
C -0.33258 -3.31027 1.85786
C -0.50674 -4.17902 -0.40839
H -0.77753 -0.23750 3.52168
H 0.59034 -0.18042 4.85663
H 2.14109 -0.83484 2.87502
H 0.45607 1.68258 1.80991
H 2.24830 1.67603 1.93056
H 2.57176 -0.05607 0.15259
H -0.97110 1.14952 0.29532
H -1.03780 -0.41445 1.29056
H -3.29551 1.12718 1.42399
H -5.07070 0.22425 3.18836
H -5.74465 -2.33053 2.99640
H -4.75407 -3.83390 1.11154
H -3.05768 -2.85639 -0.52864
H 2.35239 -2.46696 0.78268
H 0.12473 -4.32960 2.04138
H -1.36927 -3.34022 2.32059
H 0.26946 -2.58038 2.47010
H 0.42125 -4.34849 -1.03366
H -0.64946 -5.12435 0.18829
H -1.39175 -4.13231 -1.11441
C 2.13179 5.74267 1.42290
C 2.67732 5.65977 2.82162
C 4.17404 5.57981 2.89479
O 4.37299 4.89801 4.13384
C 3.26890 4.12062 4.32676
O 3.17602 3.27538 5.15936
O 2.28565 4.43851 3.43464
H 1.04408 5.64899 1.43091
H 2.39734 6.68765 0.94595
H 2.51369 4.91996 0.81314
H 2.29183 6.48430 3.43118
H 4.64745 6.56127 2.90652
H 4.61904 4.97712 2.09738
C 5.17409 -6.49521 -0.78762
C 4.00520 -7.13282 -0.07325
C 2.68814 -6.95340 -0.77183
O 1.76047 -7.05196 0.30989
C 2.42140 -6.63149 1.42511
O 1.90286 -6.40647 2.47357
O 3.75528 -6.49848 1.18267
H 6.06899 -6.53402 -0.16359
H 5.38118 -7.00516 -1.73005
H 4.98164 -5.43983 -0.99518
H 4.21662 -8.18945 0.12220
H 2.49882 -7.72537 -1.51749
H 2.57134 -5.96979 -1.23693
C 1.65618 1.15957 -4.86371
C 2.01058 1.61038 -6.26247
C 3.19855 0.90494 -6.85091
O 3.67859 1.86447 -7.79342
C 3.31694 3.09062 -7.31912
O 3.71203 4.12545 -7.75734
O 2.44749 2.97444 -6.27809
H 0.88459 1.80355 -4.43996
H 1.29586 0.13837 -4.86612
H 2.52037 1.22554 -4.19744
H 1.13333 1.53368 -6.91399
H 2.93101 -0.02763 -7.34755
H 3.99258 0.70898 -6.12418
C -7.41858 4.16323 -0.93512
C -6.93673 4.05122 0.49256
C -5.44404 3.95231 0.62984
O -5.30583 3.26268 1.87250
C -6.42476 2.49976 2.01964
O -6.56006 1.65673 2.85032
O -7.36458 2.82499 1.09102
H -8.50662 4.08535 -0.97703
H -7.11774 5.11556 -1.37526
H -7.02202 3.35209 -1.55026
H -7.34235 4.87413 1.09067
H -4.95903 4.92748 0.66972
H -4.97338 3.34978 -0.15279

For the HOMO energy, the calculation gives -8.67 eV. As for the gap between HOMO and LUMO: 8.40 eV. Its SMILES is C=CC[C@H](C#N)[C@](C#N)(COc1ccccc1)B(O)N(C)C.C[C@@H]1COC(=O)O1.C[C@@H]1COC(=O)O1.C[C@@H]1COC(=O)O1.C[C@@H]1COC(=O)O1. For the largest force on an atom, the calculation gives 3.39 eV/A. Its total energy is -2488.140864 hartree.


Formula: C32H44BaN5O2SeSi
Source: the Open Molecules 2025 dataset
Level of theory: ωB97M-V/def2-TZVPD

Positions of all 86 atoms, in Å:
Ba -0.18755 0.27756 -0.42700
C 0.58402 1.14242 7.27470
C 1.28933 -0.04346 6.60051
C 2.76266 -0.02045 7.00192
C 0.66422 -1.35640 7.09144
C 1.09960 0.05968 5.09133
C -0.17469 0.11798 4.55068
C -0.33009 0.23903 3.18298
N 0.68841 0.29902 2.32699
C 1.91836 0.21921 2.83269
C 2.15961 0.10116 4.19306
C 3.05346 0.20019 1.84507
C 4.39066 0.21537 2.23771
C 5.39622 0.10654 1.29076
C 5.00719 0.00837 -0.04371
C 3.66489 0.03860 -0.35942
N 2.70560 0.13274 0.56263
C 6.87868 0.10442 1.65598
C 7.53797 -1.16076 1.09043
C 7.54047 1.34448 1.03755
C 7.10167 0.13466 3.16640
H 0.74236 1.10400 8.35510
H -0.48944 1.13336 7.08739
H 0.97709 2.09032 6.90227
H 2.83811 -0.07443 8.08976
H 3.25420 0.89981 6.67885
H 3.30983 -0.87122 6.58968
H 0.78978 -1.44984 8.17295
H 1.14084 -2.21508 6.61402
H -0.40180 -1.39785 6.86694
H -1.05937 0.06960 5.17067
H -1.32256 0.29832 2.75488
H 3.17422 0.02263 4.55105
H 4.63828 0.31146 3.28272
H 5.73587 -0.08302 -0.83797
H 3.34031 -0.01893 -1.39300
H 7.46836 -1.20300 0.00358
H 7.06298 -2.05811 1.49167
H 8.59571 -1.18167 1.36230
H 7.46081 1.33797 -0.05017
H 8.59973 1.37647 1.30284
H 7.06745 2.25823 1.40252
H 6.64674 -0.72718 3.65888
H 6.70131 1.04420 3.61846
H 8.17374 0.10880 3.37068
C 0.15334 -1.33896 -6.42625
N 0.01628 -0.38932 -5.33608
C -0.56815 0.82539 -5.51506
C -0.69400 1.70787 -4.51329
C -0.19685 1.32492 -3.20872
O -0.29325 2.08432 -2.20677
N 0.36685 0.10024 -3.04249
C 0.49964 -0.78546 -4.07637
O 1.01495 -1.88748 -3.97528
H -0.17540 -0.86063 -7.34713
H -0.44493 -2.23000 -6.23866
H 1.19027 -1.65449 -6.52224
H -0.92460 1.03072 -6.51665
H -1.16399 2.66887 -4.64926
C -0.50788 -5.30519 0.77668
Si 0.09707 -3.51780 0.62259
C 1.38994 -3.52118 -0.74881
C 1.04026 -3.19885 2.23005
C -1.19659 -2.28555 0.37436
H 0.30972 -6.02680 0.89106
H -1.08311 -5.59008 -0.10946
H -1.16782 -5.39938 1.64400
H 2.09322 -4.35264 -0.63275
H 1.97537 -2.59411 -0.73774
H 0.93916 -3.59335 -1.74179
H 1.77568 -3.98561 2.42826
H 0.35423 -3.15052 3.08235
H 1.57225 -2.24849 2.18235
H -1.76193 -2.12932 1.30543
H -1.90418 -2.61322 -0.40250
Se -2.24871 2.60695 2.11294
C -2.87626 4.14429 1.19714
C -3.08990 4.17994 -0.18695
C -3.52990 5.34096 -0.79627
N -3.78145 6.48790 -0.15842
C -3.58594 6.45322 1.16263
C -3.15580 5.34314 1.86599
H -2.90120 3.29657 -0.78360
H -3.68889 5.35332 -1.87106
H -3.78398 7.38076 1.69366
H -3.02908 5.39680 2.93998

For the HOMO energy, the calculation gives -3.88 eV. As for the gap between HOMO and LUMO: 5.78 eV. Its relative energy (zero: lowest compared OMol25 entry of this formula, charge and spin) is 14.10 kJ/mol. For the largest force on an atom, the calculation gives 1.59 eV/A. Its total energy is -4386.667164 hartree. The charge is -1.


Formula: C32H44N5O3TeV
Source: the Open Molecules 2025 dataset
Level of theory: ωB97M-V/def2-TZVPD

Positions of all 86 atoms, in Å:
V 0.28481 -0.26040 -0.24181
C -2.70785 4.06128 -0.99880
C -1.44681 3.26140 -0.87811
N -0.51334 3.44746 -0.03422
O -0.76348 4.48836 0.84497
C -1.23369 2.11964 -1.80360
C -1.72948 2.16690 -3.21157
N -0.63304 1.11470 -1.31257
O -0.35975 -0.00609 -2.01989
H -2.77647 4.79641 -0.20441
H -3.57346 3.39765 -0.95010
H -2.74135 4.57644 -1.96066
H 0.02145 4.47617 1.40452
H -1.29049 3.01768 -3.73600
H -2.81389 2.29060 -3.23069
H -1.46655 1.24960 -3.73034
C 6.09245 -3.45667 2.29298
C 5.17796 -4.53086 1.72454
N 5.19782 -4.59251 0.26766
C 6.42320 -5.06208 -0.38113
C 7.29530 -3.94058 -0.92726
C 4.19996 -4.16725 -0.53948
O 4.29867 -4.12664 -1.75646
C 2.88207 -3.80171 0.08895
C 2.11345 -4.73691 0.76724
C 0.86546 -4.36770 1.23608
C 0.41668 -3.08268 0.99617
N 1.13889 -2.18382 0.31239
C 2.35286 -2.54188 -0.12302
H 5.98598 -3.41467 3.37806
H 5.83860 -2.47866 1.88302
H 7.14022 -3.66071 2.06796
H 4.15872 -4.34493 2.05371
H 5.46239 -5.51547 2.10716
H 6.13485 -5.73008 -1.19343
H 6.96797 -5.64824 0.36104
H 6.75516 -3.38651 -1.69222
H 8.19998 -4.35716 -1.37299
H 7.58547 -3.24749 -0.13850
H 2.49487 -5.73792 0.92961
H 0.23772 -5.06051 1.77810
H -0.54544 -2.74771 1.35568
H 2.91486 -1.79115 -0.66202
C 8.41646 -0.40966 0.22785
C 6.93295 -0.15771 0.23869
C 6.17295 -0.26312 -0.91163
C 4.81601 0.06877 -0.94081
C 4.11762 -0.05656 -2.27290
C 4.18985 0.50907 0.23328
Te 2.26758 1.45712 0.21631
C 4.93612 0.55276 1.42800
C 4.32182 0.96624 2.73921
C 6.28600 0.22895 1.40752
H 8.71545 -0.99530 -0.64147
H 8.73761 -0.93746 1.12771
H 8.96430 0.53460 0.19241
H 6.64621 -0.58730 -1.83384
H 4.62793 0.54788 -3.02518
H 3.08207 0.27310 -2.22868
H 4.14229 -1.09200 -2.62597
H 3.43571 0.36930 2.96384
H 3.99435 2.00659 2.71378
H 5.03985 0.84956 3.55129
H 6.85383 0.29156 2.33096
C -4.32074 -2.67811 0.29740
N -3.64288 -1.82332 -0.65173
C -2.52402 -2.48733 -1.27990
C -3.33629 -0.48632 -0.14024
C -2.56411 -0.39134 1.17140
C -3.31909 -0.36916 2.34701
C -2.72563 -0.29362 3.59605
C -1.34340 -0.22725 3.68525
C -0.58548 -0.23648 2.52305
C -1.16190 -0.31510 1.24595
H -4.64034 -3.59137 -0.20726
H -5.20932 -2.17469 0.68296
H -3.69701 -2.96318 1.16000
H -2.86939 -3.41048 -1.74914
H -1.72224 -2.76121 -0.57555
H -2.09032 -1.84734 -2.04759
H -4.29233 0.02974 -0.00465
H -2.79624 0.03714 -0.92881
H -4.40168 -0.40326 2.27695
H -3.33677 -0.27528 4.48979
H -0.85872 -0.15341 4.65147
H 0.49558 -0.16002 2.61655

For the HOMO energy (alpha / beta), the calculation gives -7.01 / -7.11 eV. As for the gap between HOMO and LUMO (alpha / beta): 6.91 / 6.95 eV. Its expectation value of S² is 2.03. Its relative energy (zero: lowest compared OMol25 entry of this formula, charge and spin) is 0.00 kJ/mol. For the largest force on an atom, the calculation gives 0.43 eV/A. Its total energy is -2957.220482 hartree. The multiplicity is 3.